Version i
Density functional theory data (wB97M-V/def2-TZVPD) for the molecule CH4N2O.

Each line ends with the natural charge from an NBO analysis.
Element x y z (Å)
C: 0.28386 0.90578 0.50957  0.413
N: -0.39495 -0.25364 0.11831  -0.459
N: -1.66449 -1.47133 0.19003  -0.619
O: 1.39624 1.29966 -0.08349  -0.640
H: -0.09114 1.51569 1.30595  0.196
H: 0.11543 -0.66516 -0.65927  0.348
H: -1.34817 -2.02334 -0.60993  0.264
H: 1.70323 0.69234 -0.77117  0.496

The calculation puts the highest occupied orbital energy at -7.59 eV. Its gap between HOMO and LUMO is 7.9 eV.

Version ii
Density functional theory data (wB97M-V/def2-TZVPD) for the molecule CH4N2O.

Each line ends with the natural charge from an NBO analysis.
Element x y z (Å)
H: -0.44356 -0.21297 1.74253  0.357
N: 0.42046 -0.74280 1.39495  -0.659
C: 0.66203 -0.62317 0.14415  0.253
N: -0.08754 0.00876 -0.94729  -0.348
O: -0.78169 1.07801 -0.37086  -0.585
H: 1.63387 -1.04521 -0.29837  0.158
H: 0.45343 0.39110 -1.65853  0.351
H: -1.69283 1.12032 -0.81726  0.473

The calculation puts the highest occupied orbital energy at -9.71 eV. Its gap between HOMO and LUMO is 10.5 eV.

In terms of stability, version ii leads; the second structure lies 0.1006 hartree higher.

Version i
Density functional theory data (wB97M-V/def2-TZVPD) for a cluster of 2 separate species, CH4N2O in total.

Each line ends with the natural charge from an NBO analysis.
Element x y z (Å)
N: 0.53532 -1.32849 1.07562  -0.754
C: -0.13267 -0.46738 1.45597  0.846
O: -1.05165 0.11423 1.72181  -0.500
H: 1.52807 -1.40538 0.99225  0.407
N: -0.26170 0.57716 -1.15622  -1.098
H: -0.47356 0.35126 -2.19004  0.371
H: 0.72642 0.81589 -0.97975  0.363
H: -0.87023 1.34271 -0.91964  0.366

The calculation puts the highest occupied orbital energy at -9.91 eV. Its gap between HOMO and LUMO is 10.7 eV.

Version ii
Density functional theory data (wB97M-V/def2-TZVPD) for a cluster of 2 separate species, CH4N2O in total.

Each line ends with the natural charge from an NBO analysis.
Element x y z (Å)
C: -1.84285 -0.01108 0.10311  -0.253
N: -0.57787 0.06843 0.06474  0.097
N: 2.18385 0.50052 -0.02673  -0.599
O: 0.30478 -0.35989 -0.63172  -0.213
H: -2.44716 0.21204 0.89761  0.195
H: -2.45734 -0.43818 -0.69974  0.176
H: 1.97690 0.06745 0.82109  0.296
H: 2.85970 -0.03928 -0.52835  0.302

The calculation puts the highest occupied orbital energy (spin up / spin down) at -9.72 / -9.55 eV. Its gap between HOMO and LUMO (spin up / spin down) is 9.9 / 8.9 eV.

Version iii
Density functional theory data (wB97M-V/def2-TZVPD) for a cluster of 2 separate species, CH4N2O in total.

Each line ends with the natural charge from an NBO analysis.
Element x y z (Å)
C: 1.42596 -0.87841 -0.57344  -0.232
N: 1.08167 0.01857 0.21948  0.046
N: -2.16888 -0.15651 -0.49663  -0.576
O: -0.10039 0.29000 0.48717  -0.239
H: 0.76522 -1.53327 -1.21978  0.187
H: 2.53965 -0.97784 -0.69632  0.200
H: -1.64417 -0.84538 -0.91029  0.298
H: -2.64311 -0.70672 0.27113  0.317

The calculation puts the highest occupied orbital energy (spin up / spin down) at -9.20 / -9.20 eV. Its gap between HOMO and LUMO (spin up / spin down) is 6.7 / 6.7 eV.

Version iv
Density functional theory data (wB97M-V/def2-TZVPD) for a cluster of 3 separate species, CH4N2O in total.

Each line ends with the natural charge from an NBO analysis.
Element x y z (Å)
C: 0.37774 -0.22107 -0.36002  0.558
N: -0.95421 0.60935 0.88442  -0.892
O: -0.19834 -1.39440 -0.51135  -0.640
N: 0.78877 0.87577 -0.09787  -0.221
H: 0.33803 -1.89842 -1.14837  0.519
H: -1.33065 1.52009 0.63393  0.353
H: -0.55945 0.67122 1.82033  0.346
H: 1.53812 -0.16255 -1.22106  -0.023

The calculation puts the highest occupied orbital energy (spin up / spin down) at -8.48 / -8.28 eV. Its gap between HOMO and LUMO (spin up / spin down) is 8.4 / 8.3 eV.

In terms of stability, version i leads; the second structure lies 0.1915 hartree higher.

Version i
Density functional theory data (wB97M-V/def2-TZVPD) for a structure of composition C4H6FNO.

Each line ends with the natural charge from an NBO analysis.
Element x y z (Å)
C: 0.74200 -1.19301 1.09018  -0.327
C: 0.51549 -0.45358 0.05219  -0.140
C: -0.69625 -0.63481 -0.72807  0.721
C: 1.17423 0.84894 -0.43790  -0.637
N: -1.76462 0.83449 -0.13549  -0.324
O: -1.01509 -1.19062 -1.73297  -0.482
F: -1.83370 0.60374 1.22919  -0.270
H: 1.50800 -0.91858 1.79990  0.213
H: 0.11505 -2.00217 1.18044  0.206
H: 0.77509 1.08968 -1.47537  0.233
H: 0.86589 1.69847 0.29561  0.253
H: 2.24413 0.68728 -0.54959  0.231
H: -2.63021 0.63018 -0.58814  0.323

The calculation puts the highest occupied orbital energy at -9.28 eV. Its gap between HOMO and LUMO is 9.9 eV.

Version ii
Density functional theory data (wB97M-V/def2-TZVPD) for a cluster of 2 separate species, C4H6FNO in total.

Each line ends with the natural charge from an NBO analysis.
Element x y z (Å)
C: 0.23022 1.27047 1.07977  -0.292
C: 0.23913 0.47578 0.01236  -0.177
C: 1.33699 0.51969 -0.92410  0.770
C: -0.86755 -0.42242 -0.35088  -0.622
N: 1.87700 -1.43804 -0.83684  -0.358
O: 1.97602 1.16841 -1.65646  -0.444
F: 2.19257 -1.45877 0.53169  -0.318
H: -0.60610 1.47608 1.86390  0.218
H: 1.04752 1.91562 1.37163  0.208
H: -1.04868 -0.46070 -1.39908  0.228
H: -0.78611 -1.37940 0.10682  0.249
H: -1.77097 0.09969 -0.00420  0.223
H: 2.91331 -1.37549 -1.10219  0.315

The calculation puts the highest occupied orbital energy (spin up / spin down) at -8.69 / -8.69 eV. Its gap between HOMO and LUMO (spin up / spin down) is 8.7 / 8.7 eV.

Version iii
Density functional theory data (wB97M-V/def2-TZVPD) for the molecule C4H6FNO.

Each line ends with the natural charge from an NBO analysis.
Element x y z (Å)
C: -1.55222 -0.68866 0.20805  -0.641
C: -0.24270 -0.39175 -0.54947  -0.004
O: -0.49693 1.01389 -0.92148  -0.354
N: 0.30479 1.83630 -0.23565  -0.039
C: 1.26148 1.19923 0.30779  -0.059
C: 1.04796 -0.25836 0.14132  0.112
F: 2.06670 -0.91870 -0.55746  -0.359
H: -1.36367 -1.61182 0.89741  0.223
H: -1.75037 0.44247 0.77979  0.242
H: -2.46773 -0.74646 -0.51304  0.246
H: 0.09750 -0.93535 -1.46502  0.235
H: 2.05688 1.71295 0.78785  0.219
H: 1.03832 -0.65375 1.11991  0.180

The calculation puts the highest occupied orbital energy at -9.88 eV. Its gap between HOMO and LUMO is 10.8 eV.

In terms of stability, version iii leads; the second structure lies 0.0505 hartree higher.

Version i
Density functional theory data (wB97M-V/def2-TZVPD) for the molecule C4H6FNO.

Each line ends with the natural charge from an NBO analysis.
Element x y z (Å)
O: -0.03856 -1.31124 -1.19890  -0.522
C: -0.28877 -0.30613 -0.66853  0.697
C: -1.32983 0.73515 -1.12682  -0.067
F: -0.75385 1.90930 -0.47708  -0.358
N: 0.34288 0.15416 0.70647  -0.492
C: 0.44664 -0.82393 1.80639  -0.250
C: 1.69396 -0.59337 1.01427  -0.281
H: -2.30339 0.36127 -0.91282  0.210
H: -1.00448 0.98307 -2.12071  0.212
H: 0.29605 -0.35573 2.79325  0.218
H: -0.03041 -1.87497 1.71666  0.203
H: 2.43137 0.10501 1.28151  0.200
H: 2.17178 -1.06193 0.02989  0.228

The calculation puts the highest occupied orbital energy at -9.22 eV. Its gap between HOMO and LUMO is 10.2 eV.

Version ii
Density functional theory data (wB97M-V/def2-TZVPD) for the molecule C4H6FNO.

Each line ends with the natural charge from an NBO analysis.
Element x y z (Å)
O: 0.13926 1.85196 -0.08660  -0.526
C: 0.51264 0.71551 -0.08781  0.692
C: 2.05460 0.24749 0.11500  -0.065
F: 2.28258 -1.07447 -0.28706  -0.356
N: -0.22819 -0.52859 -0.12686  -0.483
C: -1.40536 -0.60081 0.69416  -0.233
C: -1.55786 -0.30774 -0.74521  -0.267
H: 2.42551 0.40462 1.17846  0.198
H: 2.83536 0.83118 -0.56582  0.194
H: -1.76629 -1.62127 1.01097  0.216
H: -1.41248 0.23403 1.41079  0.207
H: -2.09132 -0.85907 -1.49703  0.217
H: -1.78844 0.70716 -1.01300  0.206

The calculation puts the highest occupied orbital energy at -9.95 eV. Its gap between HOMO and LUMO is 10.9 eV.

In terms of stability, version ii leads; the second structure lies 0.0331 hartree higher.